Here is a molecular structure, C21H20IrN3O6S2 in a non-equilibrium geometry from OMol25. Energies are from ωB97M-V with the def2-TZVPD basis set.

- Kohn-Sham gap (spin up / spin down): 7.60 / 5.44 eV
- Lowest unoccupied orbital energy (spin up / spin down): -3.4 / -5.6 eV
- Spin multiplicity: 2
- DFT total energy: -63360.51488 eV
- Relative energy (zero: lowest compared OMol25 entry of this formula, charge and spin): 0.0000 eV
- Net charge: +1
- Expectation value of S²: 0.771

```
53
Properties=species:S:1:pos:R:3:forces:R:3
Ir 0.3795 0.0711 -0.0765 -0.9034 -0.5237 0.2689
C 4.4933 -0.8465 1.0235 -0.0317 -0.1219 0.1119
O 5.0936 0.2179 0.2664 -0.1574 0.0642 -0.0900
C 4.4194 1.2150 -0.2792 0.0427 -0.0219 0.1581
C 5.1800 2.3323 -0.6292 0.0477 0.1408 -0.1246
C 4.5737 3.4397 -1.1597 0.1098 -0.0198 0.0353
C 3.1757 3.4869 -1.3450 0.0062 -0.1109 0.0333
C 2.3673 2.4253 -1.0274 0.0722 -0.0488 0.0061
C 0.9366 2.6217 -1.2543 0.0003 -0.0842 -0.0214
N 0.0365 1.7566 -0.9736 -0.0378 -0.0226 -0.0281
N -1.2922 2.0773 -1.1041 -0.1385 -0.0382 0.1095
C -2.0546 1.2140 -0.4632 -0.0860 0.0908 -0.2336
O -1.6252 0.1520 0.1570 0.3960 0.3313 -0.1461
C -3.5103 1.4588 -0.4414 -0.0238 0.0364 -0.0224
C -4.3682 0.4606 0.0145 0.0242 0.0178 0.0019
C -5.7350 0.6821 0.0406 -0.0101 -0.0089 0.0008
C -6.2491 1.8993 -0.3842 -0.0092 0.0003 0.0018
C -5.3964 2.8967 -0.8385 0.0086 -0.0127 0.0026
C -4.0296 2.6796 -0.8697 -0.0006 -0.0241 0.0009
C 2.9883 1.2112 -0.5126 -0.4080 -0.2618 -0.3574
O 2.3614 0.1072 -0.3276 0.7711 0.5165 0.3984
H 5.3180 -1.3009 1.5633 0.0263 0.0463 -0.0103
H 4.0380 -1.5788 0.3625 0.0134 0.0267 -0.0359
H 3.7547 -0.4631 1.7256 -0.0002 0.0227 -0.0289
H 6.2456 2.2984 -0.4508 -0.0027 -0.0170 -0.0041
H 5.1770 4.2978 -1.4221 -0.0432 0.0256 -0.0031
H 2.7212 4.3799 -1.7528 0.0488 0.0300 -0.0058
H 0.6000 3.5790 -1.6375 0.0215 0.0074 0.0056
H -3.9571 -0.4857 0.3383 -0.0028 -0.0037 0.0032
H -6.4014 -0.0950 0.3905 0.0001 0.0010 0.0014
H -7.3172 2.0715 -0.3615 0.0006 -0.0010 0.0007
H -5.7988 3.8453 -1.1672 0.0023 0.0003 -0.0007
H -3.3553 3.4476 -1.2201 0.0007 0.0040 -0.0011
C -1.0940 -0.5743 3.2484 0.0473 0.0014 0.0380
S 0.5251 -0.4677 2.5777 0.0978 0.0272 -0.0634
O 0.5835 -1.4428 1.4221 0.0645 -0.1364 -0.0101
O 1.4927 -0.7195 3.5903 0.0247 0.0918 0.0353
O 0.6214 0.8710 1.8882 0.0873 -0.1297 0.1129
H -1.2148 -1.5767 3.6530 -0.0064 -0.0026 0.0015
H -1.8018 -0.3704 2.4489 -0.0123 -0.0060 -0.0004
H -1.1676 0.1652 4.0433 0.0058 0.0051 -0.0134
S 0.0357 -1.1636 -2.0325 -0.0283 0.1428 -0.0517
C -0.0625 -2.7497 -1.3263 0.0248 0.0676 -0.0109
N 0.9879 -3.2172 -0.6187 -0.0297 -0.0365 -0.0493
C 1.0229 -4.4159 -0.0105 -0.0077 -0.0060 -0.0046
C -0.0416 -5.2656 -0.1296 0.0345 -0.0091 0.0197
C -1.1461 -4.8427 -0.8720 -0.0263 0.0419 -0.0353
C -1.1621 -3.5938 -1.4590 -0.0003 -0.0898 -0.0568
H 1.7695 -2.5801 -0.5135 -0.0025 -0.0221 0.0532
H 1.9171 -4.6465 0.5489 -0.0024 0.0139 0.0054
H -0.0147 -6.2327 0.3483 -0.0035 0.0012 -0.0001
H -2.0041 -5.4938 -0.9757 -0.0004 0.0028 0.0015
H -2.0162 -3.2379 -2.0152 -0.0041 0.0017 0.0014
```
Forces are in eV/Å.

---

Here is H3NOSSi in the gas phase in a non-equilibrium geometry from OMol25. Energies are from ωB97M-V with the def2-TZVPD basis set.

- Kohn-Sham gap: 8.83 eV
- Lowest unoccupied orbital energy: -1.5 eV
- DFT total energy: -22297.07802 eV
- Relative energy (zero: lowest compared OMol25 entry of this formula, charge and spin): 0.9476 eV

```
7
Properties=species:S:1:pos:R:3:forces:R:3
N -0.1779 0.6673 -0.8091 -6.2734 0.1485 -2.7552
O -2.2585 -0.9128 -0.4993 -0.2619 0.9040 -0.6886
Si 0.8175 0.0065 0.4255 1.0961 0.2851 -0.2886
S -1.7494 0.2565 -1.2174 6.1786 0.0503 2.6087
H 0.1757 -1.3294 0.5246 0.8908 -0.1228 0.7107
H 0.9156 0.9783 1.5121 -0.8572 -0.1392 0.7628
H 2.2770 0.3335 0.0637 -0.7728 -1.1259 -0.3498
```
Forces are in eV/Å.